1.
DFT (the ωB97M-V functional and the def2-TZVPD basis) results for the molecule C5H9N3 at a distorted geometry.

Positions of all 17 atoms, in Å:
C (0.5898, 1.4866, 0.8982)
C (0.2600, 0.5060, -0.2808)
C (-1.2681, 0.7055, -0.8992)
N (-2.0918, -0.0640, -0.1507)
N (-1.3644, -0.8671, 0.7324)
C (0.0278, -0.9208, 0.1591)
C (1.7208, -0.8708, 0.2962)
N (1.5532, -0.1490, -0.9575)
H (1.1000, 2.5995, 0.5119)
H (1.2105, 1.1135, 1.6748)
H (-0.3788, 1.7261, 1.4363)
H (-1.7354, 1.5999, -1.4218)
H (-1.8232, -1.9774, 0.5184)
H (0.1510, -1.4458, -0.7623)
H (2.2485, -0.2975, 0.9964)
H (2.2427, -1.8395, -0.0601)
H (2.3236, 0.6429, -1.3032)

Properties
* total charge: 0
* relative energy (zero: lowest compared OMol25 entry of this formula, charge and spin): 685.6 kJ/mol
* SMILES string: C[C@]12C=NN[C@@H]1CN2
* calculated total energy: -359.936132 Ha
* LUMO level: 0.971 eV
* largest force on an atom: 5.74 eV Å⁻¹
* HOMO-LUMO gap: 10.2 eV

---

2.
DFT (the ωB97M-V functional and the def2-TZVPD basis) results for the molecule C5H9N3 at a distorted geometry.

Positions of all 17 atoms, in Å:
C (-0.2825, 2.1487, -0.1058)
C (-0.0747, 0.5352, -0.4725)
C (1.3625, 0.2019, -0.5737)
N (1.7420, -0.6261, 0.3774)
N (0.7146, -1.1809, 1.1744)
C (-0.4650, -0.3367, 0.7694)
C (-1.5444, -0.9977, -0.2256)
N (-1.1211, -0.0714, -1.1273)
H (-1.2232, 2.1560, 0.7777)
H (-0.4542, 2.7202, -1.0323)
H (0.5620, 2.4339, 0.6043)
H (2.2207, 0.7102, -1.1610)
H (0.9885, -1.0692, 2.1037)
H (-0.6575, 0.1582, 1.7397)
H (-1.3046, -1.9990, -0.6046)
H (-2.5002, -0.8550, 0.2378)
H (-0.9561, -0.4150, -1.9878)

Properties
* total charge: 0
* relative energy (zero: lowest compared OMol25 entry of this formula, charge and spin): 453.6 kJ/mol
* SMILES string: C[C@@]12C=NN[C@@H]1CN2
* calculated total energy: -360.024512 Ha
* LUMO level: 1.042 eV
* largest force on an atom: 5.31 eV Å⁻¹
* HOMO-LUMO gap: 9.7 eV

---

3.
DFT (the ωB97M-V functional and the def2-TZVPD basis) results for a structure of composition C5H9N3 at a distorted geometry.

Positions of all 17 atoms, in Å:
C (0.0019, 1.5248, -0.9580)
C (0.2055, 1.3182, 0.5941)
C (-1.0044, -0.3532, 1.5229)
C (-0.0443, -1.3690, 1.2787)
C (0.3432, -1.7263, -0.0476)
H (-1.0545, 2.3070, -1.4061)
H (0.9543, 2.2688, -1.2250)
H (1.0037, 0.4328, 0.6830)
H (0.7319, 2.2577, 0.8162)
H (-1.8897, -0.4581, 2.3238)
H (0.3641, -1.7968, 2.3495)
H (0.5726, -2.7952, -0.1579)
H (-0.6189, -1.5309, -1.9075)
H (1.4421, -0.1404, -2.1740)
N (-1.0466, 0.9136, 1.1118)
N (-0.1677, -1.0310, -1.1487)
N (0.2070, 0.1779, -1.6553)

Properties
* total charge: 0
* relative energy (zero: lowest compared OMol25 entry of this formula, charge and spin): 776.2 kJ/mol
* calculated total energy: -359.901640 Ha
* LUMO level: 0.133 eV
* largest force on an atom: 5.76 eV Å⁻¹
* HOMO-LUMO gap: 8.4 eV

---

4.
DFT (the ωB97M-V functional and the def2-TZVPD basis) results for the molecule C5H9N3 at a distorted geometry.

Positions of all 17 atoms, in Å:
H (-0.5508, 3.1430, 1.5665)
N (0.2568, 2.5565, 1.8365)
C (0.2946, 1.6524, 0.9563)
N (1.2427, 0.5680, 1.0835)
C (1.0667, -0.6261, 0.4896)
C (0.0920, -0.9487, -0.3827)
C (-0.1283, -2.1754, -1.1140)
C (-0.9072, 0.1760, -0.6588)
N (-0.5651, 1.4912, -0.1026)
H (1.9594, 0.6897, 1.7840)
H (1.8251, -1.3973, 0.7016)
H (-0.1962, -1.8799, -2.1555)
H (-1.0508, -2.6313, -0.7389)
H (0.7113, -2.8280, -1.0220)
H (-1.9189, -0.1508, -0.3227)
H (-0.8411, 0.1767, -1.7686)
H (-1.2902, 2.1841, -0.1524)

Properties
* total charge: 0
* relative energy (zero: lowest compared OMol25 entry of this formula, charge and spin): 80.9 kJ/mol
* SMILES string: [H]/N=C1/NC=C(C)CN1
* calculated total energy: -360.166465 Ha
* LUMO level: 0.802 eV
* largest force on an atom: 4.17 eV Å⁻¹
* HOMO-LUMO gap: 8.5 eV

---

5.
DFT (the ωB97M-V functional and the def2-TZVPD basis) results for the molecule C5H9N3O at a distorted geometry.

Positions of all 18 atoms, in Å:
C (3.5589, 0.1448, 0.5291)
N (3.1635, -0.6955, -0.3346)
N (1.8695, -0.9880, -0.4890)
C (0.8277, -0.1903, -0.1739)
N (-0.4108, -0.5266, -0.3683)
C (-1.4649, 0.3392, -0.1290)
C (-1.4441, 1.5995, -0.5601)
C (-2.6482, -0.3356, 0.5066)
O (-2.9447, -1.5610, -0.1273)
H (2.8781, 0.5706, 1.2539)
H (4.5974, 0.3831, 0.6158)
H (1.7065, -1.6996, -1.1605)
H (1.1424, 0.8006, 0.1709)
H (-2.2425, 2.3158, -0.3649)
H (-0.5907, 1.9372, -1.1568)
H (-2.4171, -0.5094, 1.5747)
H (-3.5267, 0.3178, 0.4534)
H (-2.0543, -1.9026, -0.2401)

Properties
* total charge: 0
* relative energy (zero: lowest compared OMol25 entry of this formula, charge and spin): 315.7 kJ/mol
* SMILES string: C=NN/C=N/C(=C)CO
* calculated total energy: -435.337489 Ha
* LUMO level: 0.412 eV
* largest force on an atom: 2.47 eV Å⁻¹
* HOMO-LUMO gap: 9.1 eV

---

6.
DFT (the ωB97M-V functional and the def2-TZVPD basis) results for a cluster of 2 separate species, C5H9N3O in total at a distorted geometry.

Positions of all 18 atoms, in Å:
C (-1.9904, -2.4587, -0.5797)
C (-1.1914, -1.7253, -0.0435)
C (-0.2632, -0.7676, 0.5821)
N (-0.9166, 0.4892, 0.9440)
C (0.9447, -0.5109, -0.3739)
N (0.6341, 0.1761, -1.6078)
C (1.9971, 0.2367, 0.3565)
N (2.8594, 0.8012, 0.8883)
H (-2.7044, -3.0994, -1.0680)
H (0.1379, -1.2266, 1.4978)
H (-1.7143, 0.6714, 0.3405)
H (-1.2695, 0.4512, 1.8946)
H (1.3851, -1.4893, -0.6192)
H (0.0227, -0.3911, -2.1883)
H (0.1841, 1.0721, -1.4310)
O (0.4699, 2.8577, 0.2395)
H (0.0058, 2.0896, 0.6374)
H (1.4090, 2.8237, 0.5308)

Properties
* total charge: 0
* relative energy (zero: lowest compared OMol25 entry of this formula, charge and spin): 268.9 kJ/mol
* SMILES string: C#C[C@H](N)[C@@H](N)C#N.O
* calculated total energy: -435.355287 Ha
* LUMO level: 0.501 eV
* largest force on an atom: 1.54 eV Å⁻¹
* HOMO-LUMO gap: 10.6 eV

---

7.
DFT (the ωB97M-V functional and the def2-TZVPD basis) results for the molecule C5H9N3O at a distorted geometry.

Positions of all 18 atoms, in Å:
N (-2.4231, -0.2187, 0.0292)
C (-0.9508, -0.1869, -0.2820)
C (-0.4361, 1.2701, -0.3992)
C (0.6804, 1.7267, 0.1302)
O (1.6447, 0.9292, 0.6611)
C (2.2665, 0.1280, -0.2183)
N (1.9150, -1.0437, -0.4720)
N (0.8966, -1.8141, 0.1112)
C (-0.1890, -1.0809, 0.6839)
H (-2.9214, 0.1833, -0.7267)
H (-2.4926, 0.2456, 0.9453)
H (-0.9653, -0.6613, -1.1993)
H (-0.9388, 2.0582, -0.8842)
H (0.7092, 2.7640, 0.4834)
H (3.2615, 0.4029, -0.7240)
H (0.5922, -2.3824, -0.6983)
H (-0.8973, -1.7674, 1.1349)
H (0.2483, -0.5525, 1.4248)

Properties
* total charge: 0
* relative energy (zero: lowest compared OMol25 entry of this formula, charge and spin): 404.9 kJ/mol
* SMILES string: N[C@H]1/C=C\O/C=N\NC1
* calculated total energy: -435.303500 Ha
* LUMO level: 0.925 eV
* largest force on an atom: 3.32 eV Å⁻¹
* HOMO-LUMO gap: 9.9 eV

---

8.
DFT (the ωB97M-V functional and the def2-TZVPD basis) results for the molecule C5H9N3O2 at a distorted geometry.

Positions of all 19 atoms, in Å:
C (1.8409, 1.2540, 0.8291)
C (2.2553, -1.2152, 0.1092)
C (-1.6680, 0.7608, -0.5496)
C (0.3309, 1.1446, 0.8844)
C (-0.1516, 0.7162, -0.4740)
N (3.5765, 0.4375, -0.7034)
N (2.7061, 1.0531, -0.1048)
N (2.3086, -2.4682, 0.4782)
O (2.5918, 2.3818, 0.0897)
O (3.4496, -0.9032, -0.4635)
H (-2.1698, 0.2571, -1.4887)
H (-2.0749, 0.2268, 0.2435)
H (-1.9786, 1.8048, -0.2783)
H (0.1368, 0.2984, 1.5004)
H (0.0382, 2.1766, 1.1071)
H (0.2204, 1.4065, -1.3617)
H (0.2746, -0.2256, -0.7273)
H (1.5560, -2.9518, 0.8472)
H (3.2142, -3.0268, 0.2407)

Properties
* total charge: 0
* relative energy (zero: lowest compared OMol25 entry of this formula, charge and spin): 999.4 kJ/mol
* calculated total energy: -510.309293 Ha
* LUMO level: 0.683 eV
* largest force on an atom: 4.66 eV Å⁻¹
* HOMO-LUMO gap: 8.5 eV

---

9.
DFT (the ωB97M-V functional and the def2-TZVPD basis) results for a cluster of 2 separate species, C5H9N3O2S in total at a distorted geometry.

Positions of all 20 atoms, in Å:
C (-2.4695, -0.6442, 0.2470)
C (-1.5354, 0.9342, -0.7442)
C (-0.6543, 0.3283, 0.1385)
C (-0.6132, -1.5245, 1.7082)
C (2.7174, 0.8913, -0.8717)
N (-2.7135, 0.3006, -0.6242)
N (-1.2538, -0.7100, 0.7229)
N (-1.4432, 2.0271, -1.4969)
O (2.8120, -0.7848, 1.4123)
O (2.1341, -1.8035, -0.6795)
S (2.0925, -0.6078, 0.1554)
H (-3.2228, -1.2218, 0.6926)
H (-0.5639, -2.5775, 1.2509)
H (0.3524, -1.1857, 1.9427)
H (-1.3404, -1.5030, 2.5280)
H (2.0400, 0.6919, -1.6841)
H (2.5527, 1.7234, -0.2161)
H (3.6630, 0.7965, -1.2816)
H (-2.1185, 2.7728, -1.5011)
H (-0.4355, 2.0968, -1.6991)

Properties
* total charge: 0
* relative energy (zero: lowest compared OMol25 entry of this formula, charge and spin): 426.2 kJ/mol
* calculated total energy: -908.667841 Ha
* LUMO level (alpha / beta): -1.765 / -1.442 eV
* largest force on an atom: 3.95 eV Å⁻¹
* HOMO-LUMO gap (alpha / beta): 6.5 / 6.5 eV

---

10.
DFT (the ωB97M-V functional and the def2-TZVPD basis) results for the molecule C5H9N3O3S at a distorted geometry.

Positions of all 21 atoms, in Å:
C (-1.2529, 0.4712, 0.0038)
C (-1.2262, -0.7413, -0.5115)
C (1.6530, 0.0092, -0.4561)
C (-2.4876, -1.3545, -1.0121)
C (-0.8831, 1.7555, 0.5001)
N (-0.1808, -1.5325, -0.5195)
N (1.1241, -1.1469, -0.3701)
N (3.6520, 0.5243, 1.1601)
O (3.6920, -1.5455, -0.3096)
O (4.0631, 0.5830, -1.3519)
O (0.0401, 2.5147, -0.2934)
S (3.4194, -0.1424, -0.2919)
H (-2.2818, -2.4334, -0.7785)
H (-3.4263, -0.9689, -0.4360)
H (-2.6455, -1.3477, -2.0587)
H (-1.8911, 2.4203, 0.5861)
H (-0.5067, 1.6656, 1.4716)
H (1.8146, -1.9960, -0.5463)
H (3.3183, 1.4620, 1.0889)
H (3.0724, -0.0598, 1.7558)
H (0.7616, 1.9021, -0.6539)

Properties
* total charge: 0
* relative energy (zero: lowest compared OMol25 entry of this formula, charge and spin): 732.8 kJ/mol
* calculated total energy: -983.813642 Ha
* LUMO level (alpha / beta): -1.696 / -1.829 eV
* largest force on an atom: 3.73 eV Å⁻¹
* HOMO-LUMO gap (alpha / beta): 6.9 / 6.7 eV